No. 1
C24H64BCuF4O24S8 | ωB97M-V/def2-TZVPD

Each line ends with the Mulliken spin population.
CARTESIAN COORDINATES (ANGSTROEM)
Cu (-11.20383, 8.01859, -22.45536)  0.957
S (-13.59977, 10.59309, -23.61958)  -0.002
S (-15.23640, 7.84408, -20.67218)  0.000
S (-7.84942, 6.91172, -21.38504)  0.000
S (-9.37842, 5.57914, -24.86656)  0.000
S (-13.33462, 5.96626, -24.54084)  0.000
S (-10.59767, 9.36410, -25.87795)  0.001
S (-11.02191, 8.33403, -18.84544)  0.001
S (-11.99590, 4.56002, -20.85150)  0.001
F (-10.09757, 9.90184, -22.06218)  0.007
F (-8.27171, 10.80703, -21.05664)  0.001
F (-8.04372, 9.93373, -23.13803)  0.000
F (-9.28526, 11.82789, -22.84810)  0.001
O (-9.06797, 7.48245, -21.93787)  0.003
O (-13.56708, 4.31158, -21.23402)  0.000
O (-14.96413, 5.73279, -24.29806)  0.000
O (-12.43824, 8.72201, -18.02574)  0.000
O (-13.88931, 7.70653, -21.24592)  0.005
O (-10.34809, 7.21006, -18.20609)  0.002
O (-10.27678, 5.26506, -26.30487)  0.000
O (-15.48737, 8.94817, -19.71556)  0.000
O (-8.02861, 6.06586, -25.23924)  0.000
O (-13.93013, 10.10135, -24.92411)  0.000
O (-12.86092, 7.10416, -23.72452)  -0.006
O (-15.50366, 6.34241, -19.93520)  0.000
O (-11.28537, 3.26675, -20.82585)  0.000
O (-11.07993, 10.69250, -26.26805)  0.003
O (-12.62159, 4.67573, -24.60124)  0.000
O (-11.15868, 8.22325, -27.01738)  0.000
O (-7.73903, 6.97640, -19.91008)  0.000
O (-7.81939, 5.24888, -21.76858)  0.000
O (-14.97407, 11.12136, -22.86364)  0.000
O (-11.22775, 8.22510, -20.31560)  0.003
O (-12.85737, 9.77387, -22.61285)  0.000
O (-10.20663, 6.47531, -24.08319)  -0.003
O (-10.81722, 8.81076, -24.54107)  0.018
O (-11.52468, 5.70811, -21.57653)  0.002
C (-17.03574, 4.63966, -25.01519)  0.000
C (-10.01715, 9.88151, -18.49393)  0.003
C (-11.03181, 8.60926, -28.41054)  0.000
C (-16.17766, 5.10651, -18.00012)  0.000
C (-12.73523, 12.26046, -23.89802)  0.000
C (-12.25093, 4.92656, -19.00485)  0.000
C (-8.80899, 9.31782, -26.36539)  0.001
C (-14.24492, 3.15409, -20.82698)  0.000
C (-16.55959, 7.84650, -22.04013)  0.000
C (-16.60170, 6.17814, -19.02953)  0.000
C (-13.29558, 7.64901, -15.87765)  0.000
C (-6.39837, 7.55231, -22.24023)  0.000
C (-9.52829, 4.70986, -27.42370)  0.000
C (-9.34018, 3.91920, -24.17588)  0.000
C (-7.54712, 3.08939, -20.71061)  0.000
C (-13.88256, 1.99017, -21.73653)  0.000
C (-12.11682, 7.87250, -29.24652)  0.000
C (-16.95106, 12.42987, -22.57961)  0.000
C (-13.47598, 6.60104, -26.30919)  0.001
C (-6.85958, 4.43710, -21.14569)  0.000
C (-10.40106, 3.58346, -28.01021)  0.000
C (-15.86237, 11.98099, -23.59501)  0.000
C (-15.53539, 4.52338, -24.77021)  0.000
C (-12.33728, 8.64364, -16.58253)  0.000
B (-8.90062, 10.60073, -22.29258)  0.000
H (-10.20181, 3.43923, -24.63992)  0.000
H (-10.15731, 10.21779, -17.46662)  0.000
H (-15.33101, 12.84270, -23.99901)  0.000
H (-10.84098, 2.79932, -27.39403)  0.000
H (-9.25821, 5.39418, -28.22797)  0.000
H (-8.33976, 3.26062, -19.98226)  0.000
H (-17.40137, 11.54755, -22.12479)  0.000
H (-6.57216, 4.87277, -20.18878)  0.000
H (-11.33687, 8.51544, -16.16920)  0.000
H (-11.23583, 5.20683, -18.72361)  0.000
H (-13.05998, 12.86949, -23.05438)  0.000
H (-12.88019, 6.67421, -16.13324)  0.000
H (-13.11515, 7.99935, -28.82778)  0.000
H (-9.05068, 9.52518, -18.85041)  0.000
H (-9.89892, 3.11064, -28.85425)  0.000
H (-6.92251, 2.35258, -20.20556)  0.000
H (-11.21289, 4.11004, -28.51196)  0.000
H (-8.26292, 9.72086, -25.51248)  0.000
H (-13.23568, 12.61925, -24.79742)  0.000
H (-12.71800, 6.07380, -26.88848)  0.000
H (-12.85697, 1.63328, -21.64223)  0.000
H (-12.12677, 8.31199, -30.24394)  0.000
H (-14.50785, 1.17062, -21.38235)  0.000
H (-5.89911, 4.36683, -21.65626)  0.000
H (-17.17715, 5.36901, -25.81278)  0.000
H (-12.62857, 9.61872, -16.19206)  0.000
H (-17.63485, 13.12799, -23.06249)  0.000
H (-8.46497, 3.32172, -24.43109)  0.000
H (-8.61294, 4.27622, -27.02097)  0.000
H (-15.39418, 5.51002, -17.35867)  0.000
H (-5.51707, 7.03710, -21.85819)  0.000
H (-11.20787, 9.66591, -28.61202)  0.000
H (-12.61994, 4.00621, -18.55220)  0.000
H (-7.95149, 2.62568, -21.61036)  0.000
H (-14.08681, 2.12254, -22.79902)  0.000
H (-14.90339, 4.16996, -25.58493)  0.000
H (-6.52389, 7.36757, -23.30711)  0.000
H (-15.30571, 3.40146, -20.86753)  0.000
H (-16.95438, 7.10428, -18.57566)  0.000
H (-13.39755, 7.68095, -26.18361)  0.000
H (-12.96423, 5.73421, -18.84049)  0.000
H (-10.07565, 8.37603, -28.87901)  0.000
H (-17.52233, 4.97775, -24.10030)  0.000
H (-11.84030, 6.82243, -29.34139)  0.000
H (-8.44147, 8.31348, -26.57596)  0.000
H (-16.83686, 6.80244, -22.18567)  0.000
H (-14.30713, 7.74754, -16.27152)  0.000
H (-16.08173, 8.27766, -22.91982)  0.000
H (-16.36198, 12.93435, -21.81375)  0.000
H (-14.46539, 6.35275, -26.69324)  0.000
H (-11.65837, 12.10378, -23.96056)  0.000
H (-17.36459, 8.41818, -21.57835)  0.000
H (-17.00442, 4.70074, -17.41710)  0.000
H (-17.42290, 5.85587, -19.66974)  0.000
H (-16.30467, 11.59820, -24.51476)  0.000
H (-14.03961, 2.97361, -19.77181)  0.000
H (-8.69214, 10.06601, -27.14939)  0.000
H (-15.66929, 4.23618, -18.41507)  0.000
H (-10.34387, 10.65520, -19.18874)  0.000
H (-13.22880, 7.73380, -14.79301)  0.000
H (-17.52443, 3.69452, -25.25180)  0.000
H (-15.41452, 3.67306, -24.09906)  0.000
H (-9.34303, 4.09642, -23.10039)  0.000
H (-6.37576, 8.58961, -21.90617)  0.000

Atomic forces in eV per Å
0.23 0.65 0.19
1.77 1.49 1.77
1.14 0.31 0.57
-0.65 -1.32 2.77
0.95 1.07 -2.17
0.50 -0.21 -2.14
1.02 0.19 -1.91
0.95 0.79 0.02
-1.32 -2.07 3.34
-1.20 -1.23 -0.01
-0.05 -0.25 0.10
0.21 -0.64 -0.61
0.02 -0.01 -0.19
1.51 -1.10 0.01
1.91 2.18 -1.03
1.47 1.08 1.40
1.54 -1.32 -1.29
-2.87 -0.17 1.18
-1.32 1.39 -0.66
1.52 1.12 1.49
0.08 -2.53 -1.93
-2.49 -1.08 0.63
-0.20 -0.70 0.36
-1.37 -2.26 -0.86
0.88 2.29 -0.75
-0.83 2.46 -0.86
0.31 -2.30 1.11
-1.56 2.24 0.92
0.66 1.65 1.33
0.33 0.07 -3.16
-0.88 2.68 -0.85
1.29 -1.30 -0.66
-0.62 0.32 2.69
-1.94 1.73 -2.24
0.77 -2.05 -1.09
-0.20 1.11 -2.07
-0.30 -0.91 -0.01
0.63 0.91 -0.16
-1.05 -1.25 -1.45
-1.38 -0.04 -1.25
0.35 0.33 -0.19
-1.38 -1.55 0.62
0.61 0.04 -1.93
-0.66 0.60 1.17
0.35 -0.86 -0.31
1.27 -0.23 1.77
-0.46 -1.01 -0.12
1.23 -0.38 -1.62
-0.57 -0.40 0.76
-0.19 -2.17 0.98
-0.07 0.39 -0.23
0.22 0.56 -0.91
-0.50 -0.97 0.68
0.77 0.20 0.57
1.86 -0.29 -0.54
-0.25 -0.52 1.62
0.44 -1.27 2.97
-0.22 1.00 -1.18
-1.07 1.06 -0.20
0.19 -2.17 -0.24
-0.89 0.84 1.94
0.54 1.75 0.41
-0.27 0.05 0.70
0.33 -0.49 -0.07
0.28 0.27 0.51
0.42 0.35 0.49
-0.25 0.51 0.43
-0.20 0.41 -0.35
-0.34 0.21 -0.19
-0.06 0.43 0.09
0.25 -0.38 -0.69
-0.25 -0.15 0.45
0.41 -0.04 0.07
-0.45 -0.41 0.08
0.10 -0.10 0.09
0.29 0.32 0.59
0.37 -0.11 0.15
0.62 0.31 -0.32
-0.47 -0.15 0.12
-0.11 -0.11 0.28
0.52 -0.03 -0.11
0.18 0.52 0.22
-0.02 0.40 0.16
0.09 -0.03 -0.02
-0.10 -0.31 -0.21
-0.39 -0.33 -0.81
-0.50 -0.05 0.03
-0.02 0.38 -0.53
-0.14 -0.25 0.19
0.24 0.59 -0.26
0.22 0.16 -0.13
-0.31 0.30 0.35
-0.18 -0.14 0.10
0.08 0.20 0.80
0.34 0.03 -0.12
-0.23 -0.22 0.16
-0.14 0.44 0.13
-0.56 0.19 -0.77
-0.15 0.34 0.10
0.01 0.09 -0.26
0.55 0.14 0.19
0.30 -0.19 -0.37
0.13 0.08 -0.36
0.37 -0.23 0.69
0.04 0.26 -0.02
-0.32 -0.09 0.03
-0.38 0.07 -0.09
0.11 0.13 -0.09
0.01 0.02 0.26
-0.19 0.09 0.17
-0.46 0.20 0.26
0.01 -0.13 0.24
-0.17 0.00 -0.05
0.02 0.08 -0.42
-0.06 0.40 0.07
-0.30 -0.39 0.24
0.08 -1.11 0.26
0.17 -0.41 0.02
-0.23 -0.41 -0.25
-0.30 0.05 -0.70
-0.17 -0.14 -0.02
-0.14 0.35 -0.14
0.45 -0.06 -0.25
0.33 0.40 0.86
-0.47 -0.31 -0.04
-0.02 0.13 -0.50

* maximum force: 4.1 eV Å⁻¹
* total charge: +1
* Kohn-Sham gap (spin up / spin down): 11.3 / 7.4 eV
* HOMO level (spin up / spin down): -0.4733 / -0.4733 Ha
* E_tot: -8008.65017 Ha
* <S²>: 0.751
* energy above the lowest of the compared OMol25 structures with the same formula, charge and spin: 98.90 kcal per mole
* 2S+1: 2

=====

No. 2
C24H64BNO9 | ωB97M-V/def2-TZVPD

Each line ends with the Löwdin charge.
CARTESIAN COORDINATES (ANGSTROEM)
O (4.69568, -0.13671, -4.86842)  -0.065
O (-2.95591, 2.84630, -4.90297)  0.030
O (-0.83243, 4.75260, -3.38975)  -0.224
O (-3.13929, -5.43094, 0.95001)  -0.071
O (-4.35081, -3.31057, 5.70287)  -0.074
O (2.28733, 3.39019, -2.03301)  -0.246
O (1.33733, -1.92829, 1.28962)  -0.071
O (5.86003, 4.95011, -1.47568)  -0.062
O (-2.77253, 1.46683, 1.25233)  -0.069
N (-1.74473, 1.04853, -3.54086)  -0.162
C (6.75616, -1.02245, -4.00305)  -0.066
C (-0.20839, -3.43847, 2.34265)  -0.049
C (-2.18770, 0.31886, 1.86196)  -0.500
C (0.39134, 5.07969, -2.62845)  -0.154
C (-4.05901, -1.48990, 7.24519)  -0.064
C (4.54200, -1.60088, -2.96807)  -0.066
C (-1.65286, 3.74063, -2.68169)  -0.111
C (5.26431, 7.25777, -1.16175)  -0.066
C (-0.48783, 0.67720, -4.29550)  -0.094
C (-5.01614, -2.20197, 6.30275)  -0.500
C (2.75909, 2.04598, -2.40584)  -0.118
C (5.28052, -1.28468, -4.25879)  -0.501
C (-3.62811, -5.90001, 2.20401)  -0.507
C (-0.71205, 0.58109, 2.11770)  -0.057
C (5.52256, 6.26984, -3.45644)  -0.062
C (-1.72693, 0.59084, -2.09942)  -0.115
C (-4.56553, -7.07420, 1.97190)  -0.068
C (-6.25326, -2.69414, 7.03692)  -0.065
C (-2.92622, 0.00266, 3.15268)  -0.064
C (6.02155, 6.25733, -2.02028)  -0.501
C (1.59897, 4.05581, -3.14988)  -0.158
C (0.42075, -2.98933, 1.03352)  -0.497
C (1.15259, -4.13294, 0.34922)  -0.059
C (-4.33240, -4.76307, 2.92724)  -0.068
B (-2.12103, 2.51018, -3.69532)  -0.371
H (-4.08392, -3.91952, 6.41149)  0.097
H (7.09164, 6.49065, -2.00038)  0.139
H (-2.34505, 1.33779, -1.44343)  0.086
H (-4.53629, -0.62215, 7.71111)  0.082
H (-3.59544, 3.57247, -4.63912)  0.102
H (0.47108, -4.95928, 0.12432)  0.083
H (-0.07294, 1.68008, -4.78727)  0.092
H (5.64772, 7.25837, -3.90921)  0.081
H (-0.19570, 0.81942, 1.18172)  0.076
H (-4.70655, -5.08778, 3.90317)  0.071
H (-2.51001, -0.88553, 3.63822)  0.070
H (7.27251, -0.78413, -4.93903)  0.081
H (-4.04860, -7.87994, 1.43965)  0.080
H (4.59924, -0.76022, -2.26758)  0.074
H (0.31773, 0.10552, -3.66229)  0.095
H (-0.72109, -2.60223, 2.83005)  0.061
H (4.91270, 4.73434, -1.48945)  0.079
H (-5.41672, -6.77897, 1.34820)  0.081
H (-0.22936, -0.28973, 2.57217)  0.062
H (3.47887, -1.77521, -3.16580)  0.078
H (4.95821, -2.48907, -2.48253)  0.080
H (-6.79642, -1.86255, 7.49658)  0.081
H (-5.98456, -3.41190, 7.82008)  0.082
H (0.68697, 6.19321, -2.92181)  0.137
H (-0.84295, 0.01323, -5.22134)  0.107
H (-0.66011, 0.42242, -1.64405)  0.090
H (-2.29714, -0.51588, 1.16112)  0.136
H (1.61076, -3.79214, -0.58534)  0.077
H (4.78833, 0.60967, -4.25319)  0.071
H (-2.86898, 0.84332, 3.85317)  0.082
H (-2.63573, 4.26571, -2.26345)  0.137
H (0.55575, -3.79228, 3.04379)  0.086
H (-0.93076, -4.24395, 2.17760)  0.067
H (-5.31266, -1.52237, 5.49642)  0.137
H (4.19577, 7.01722, -1.12963)  0.079
H (4.46317, 5.99416, -3.50564)  0.063
H (6.06798, 5.53633, -4.05972)  0.082
H (-2.33182, -0.43828, -2.07464)  0.109
H (-3.16773, -1.15206, 6.70554)  0.075
H (5.38173, 8.27597, -1.54562)  0.079
H (2.48014, 1.70672, -3.49116)  0.090
H (5.17107, -2.11943, -4.95963)  0.140
H (6.89186, -0.16121, -3.33930)  0.082
H (2.03041, -2.26668, 1.88064)  0.095
H (-1.02860, 3.29318, -1.79317)  0.121
H (-3.64923, -3.92018, 3.07645)  0.068
H (-3.98934, -0.17166, 2.95494)  0.081
H (-4.94668, -7.46829, 2.91915)  0.080
H (-6.92723, -3.21535, 6.34876)  0.081
H (1.96503, -4.51130, 0.97970)  0.082
H (3.94104, 1.93667, -2.32001)  0.097
H (-0.35556, -2.59799, 0.36709)  0.138
H (7.23885, -1.89328, -3.54858)  0.080
H (-2.76340, -6.22948, 2.79025)  0.137
H (2.25919, 1.28493, -1.63972)  0.109
H (-3.71256, -2.16489, 8.03579)  0.082
H (-3.90033, -5.13613, 0.42266)  0.093
H (2.34527, 4.72213, -3.79214)  0.125
H (5.62558, 7.22900, -0.12813)  0.081
H (0.24785, 5.04013, -1.46674)  0.135
H (-5.17528, -4.38588, 2.33731)  0.086
H (-2.67988, 2.21321, 1.86756)  0.093
H (1.08139, 3.32485, -3.91252)  0.113
H (-0.57635, 1.44233, 2.78144)  0.083

Atomic forces in eV per Å
-0.16 0.18 -0.15
0.70 0.20 3.53
0.60 -0.51 1.94
0.22 0.07 -0.30
0.11 -0.13 -0.09
-0.36 -0.80 -2.35
0.22 0.27 0.02
0.05 -0.21 0.07
-0.21 0.26 -0.22
1.34 1.51 1.35
0.28 -0.10 -0.21
-0.34 0.03 0.12
0.28 0.39 0.59
0.84 0.28 -0.59
0.20 0.31 -0.08
-0.27 -0.24 0.04
-0.57 -0.23 0.98
0.13 0.22 0.27
-0.61 0.15 -2.12
0.09 -0.26 0.65
0.32 -1.34 0.46
0.17 0.38 0.54
-0.76 0.23 -0.17
0.21 -0.13 -0.14
0.21 -0.02 -0.31
-1.16 -0.78 0.26
0.12 -0.38 0.00
-0.34 0.00 -0.13
-0.29 -0.26 0.04
-0.69 -0.04 -0.06
-0.59 1.30 -0.69
0.34 -0.48 0.40
-0.02 -0.09 -0.37
0.21 0.08 0.21
-0.98 -0.23 -2.04
-0.13 0.31 -0.26
-0.11 -0.23 0.08
1.27 -1.41 -1.01
0.08 -0.09 -0.01
1.46 -0.95 -0.67
0.09 0.07 0.04
-0.31 -2.30 1.01
-0.05 -0.11 0.01
-0.06 -0.16 0.12
0.04 0.16 -0.16
-0.06 0.08 0.01
-0.10 -0.11 0.11
-0.03 0.10 0.13
0.15 -0.05 -0.04
-1.63 1.29 -1.13
0.00 -0.11 -0.11
0.30 0.09 0.00
0.03 0.10 0.14
0.01 0.18 -0.12
0.16 -0.04 -0.02
-0.06 0.11 0.00
0.04 -0.12 -0.01
0.08 0.15 0.01
-0.74 -2.41 0.56
1.17 1.17 1.98
-1.89 0.45 -0.84
-0.09 0.23 -0.06
-0.13 -0.02 0.10
0.01 -0.35 -0.24
0.16 -0.04 -0.05
2.08 -0.87 -0.53
0.03 -0.05 -0.14
0.05 0.09 0.02
0.14 -0.24 -0.04
0.07 0.01 -0.15
0.03 0.12 0.11
-0.01 0.14 0.10
1.45 2.07 0.22
-0.17 0.00 0.03
-0.05 -0.08 0.06
0.32 0.88 1.99
-0.09 0.26 -0.05
-0.10 -0.12 0.06
-0.33 0.10 -0.28
-1.32 0.91 -1.51
-0.09 -0.19 0.09
0.16 -0.05 -0.02
0.00 0.03 -0.12
0.09 0.14 0.05
-0.14 0.01 0.08
-2.43 0.52 0.00
0.19 0.14 0.08
-0.02 0.12 -0.02
0.03 0.09 -0.24
1.16 1.52 -1.65
-0.17 0.02 -0.02
0.32 -0.13 0.28
-1.25 -1.48 1.39
0.02 0.02 -0.18
0.20 -0.14 -2.19
-0.02 -0.17 0.01
0.00 -0.37 -0.24
1.06 1.16 1.74
-0.13 -0.08 0.07

* maximum force: 3.6 eV Å⁻¹
* Kohn-Sham gap: 8.9 eV
* HOMO level: -0.3066 Ha
* E_tot: -1709.45192 Ha
* SMILES: COCCOCB(O)N(C)C.CC(C)O.CC(C)O.CC(C)O.CC(C)O.CC(C)O.CC(C)O
* 2S+1: 1